Entry 1:
Entry from the OMol25 dataset: C18H40Al2F5MgN2O18PS3 as an isolated structure in a non-equilibrium geometry (ωB97M-V/def2-TZVPD).

```
90
Properties=species:S:1:pos:R:3:lowdin_charge:R:1
O -1.228 2.221 -1.464 -0.2787
P -0.865 2.921 -0.007 0.9423
O -1.638 1.960 1.099 -0.2681
C 0.960 2.474 0.230 -0.2743
N 1.214 1.400 1.254 0.0806
C 1.406 1.940 2.636 -0.0705
C 1.046 3.418 2.776 -0.1394
O 1.565 4.277 1.767 -0.0120
C 1.865 3.657 0.576 -0.4286
F 1.685 4.565 -0.395 0.0840
H -0.681 1.426 -1.560 0.0626
H -2.146 1.296 0.606 0.0700
H 1.324 2.080 -0.719 0.1364
H 2.088 0.942 0.982 0.1725
H 0.509 0.662 1.220 0.1595
H 2.391 1.736 3.033 0.1390
H 0.724 1.402 3.284 0.1438
H -0.024 3.573 2.903 0.1283
H 1.490 3.740 3.712 0.1425
H 2.922 3.368 0.581 0.1756
O -1.314 5.127 -7.541 -0.2984
S -1.947 5.391 -6.276 0.5896
O -1.268 6.128 -5.264 -0.2507
O -2.448 4.007 -5.652 -0.2547
C -1.492 2.941 -5.516 -0.2491
C -0.579 3.159 -4.322 -0.0758
C -3.529 6.111 -6.549 -0.1254
H -0.917 2.820 -6.438 0.0997
H -2.072 2.029 -5.377 0.1226
H 0.074 4.017 -4.485 0.0785
H 0.049 2.282 -4.154 0.0797
H -1.157 3.361 -3.428 0.0575
H -4.071 5.529 -7.284 0.0514
H -3.365 7.121 -6.916 0.0869
H -4.065 6.139 -5.604 0.0872
O -6.294 6.254 -7.647 -0.3329
S -7.459 6.956 -7.109 0.3071
O -7.542 8.338 -7.616 -0.5094
O -7.449 6.945 -5.674 -0.2191
O -8.743 6.265 -7.593 -0.4644
O 1.804 -1.880 1.131 0.0643
C 2.221 -2.248 2.204 -0.5294
O 3.019 -1.423 2.894 -0.0182
C 3.406 -1.645 4.272 -0.2094
C 4.632 -2.525 4.361 -0.0536
C 1.946 -3.628 2.733 0.0291
H 2.574 -2.030 4.860 0.0942
H 3.640 -0.661 4.677 0.1221
H 4.444 -3.521 3.956 0.0713
H 4.950 -2.629 5.398 0.0811
H 5.451 -2.096 3.783 0.0880
H 2.700 -4.315 2.349 0.1081
H 0.968 -3.942 2.376 0.0989
H 1.915 -3.679 3.817 0.0486
Al -7.100 10.130 -8.552 1.0111
C -0.530 2.983 -10.090 0.1883
C 0.465 1.703 -10.140 -0.5303
O 0.445 1.088 -9.099 0.3036
O 1.019 1.633 -11.211 0.3195
H -1.024 3.040 -9.124 0.0831
H 0.060 3.883 -10.253 0.1302
H -1.272 2.873 -10.879 0.1242
C 2.936 -5.816 6.147 0.0512
N 2.748 -4.388 6.524 -0.4269
O 1.773 -3.805 6.068 0.0199
O 3.573 -3.899 7.256 0.0836
H 2.124 -6.112 5.492 0.1000
H 3.893 -5.898 5.640 0.1068
H 2.926 -6.402 7.058 0.0652
C 3.652 -10.998 9.474 -0.2156
C 4.109 -11.710 8.194 -0.2088
C 3.900 -10.735 7.028 -0.2165
S 4.041 -9.086 7.723 0.6753
O 2.756 -8.428 7.615 -0.3408
O 5.248 -8.461 7.247 -0.3226
C 4.271 -9.604 9.418 -0.2255
H 3.961 -11.535 10.368 0.1191
H 2.563 -10.922 9.485 0.1207
H 5.168 -11.963 8.277 0.1194
H 3.564 -12.637 8.032 0.1169
H 4.653 -10.858 6.253 0.1039
H 2.905 -10.832 6.597 0.1052
H 3.794 -8.892 10.087 0.1107
H 5.343 -9.640 9.609 0.1116
F -10.664 8.104 -5.480 -0.1891
Al -11.099 9.368 -6.534 -0.1359
F -9.663 9.919 -7.321 -0.2379
F -11.799 10.650 -5.687 -0.1748
F -12.153 8.776 -7.731 -0.1980
Mg -9.274 4.715 -8.369 1.5120
```

Properties
Total charge: +2
E_LUMO: -0.423 Eh
Kohn-Sham gap: 1.37 eV

Entry 2:
Entry from the OMol25 dataset: C18H40IrOP2Si as an isolated structure in a non-equilibrium geometry (ωB97M-V/def2-TZVPD).

```
63
Properties=species:S:1:pos:R:3:mulliken_spin:R:1
P 2.156 1.335 -2.824 0.6175
P 0.604 -1.904 1.808 0.0217
C 2.601 -0.798 -0.200 0.3889
C 2.238 -1.849 0.909 -0.0073
H 2.166 -1.118 -1.160 -0.0218
H 2.129 0.195 0.033 -0.0302
H 2.324 -2.838 0.436 -0.0014
H 3.003 -1.785 1.698 0.0144
C 0.904 -1.129 3.413 0.0038
H 0.046 -1.267 4.091 0.0006
H 1.109 -0.056 3.297 -0.0006
H 1.789 -1.599 3.871 -0.0007
C -0.142 -3.516 2.032 0.0029
H 0.575 -4.180 2.533 0.0004
H -0.434 -3.959 1.070 -0.0004
H -1.040 -3.429 2.663 0.0011
C 2.352 3.070 -3.313 0.0702
H 1.588 3.252 -4.072 0.0233
H 3.355 3.230 -3.726 -0.0049
H 2.198 3.697 -2.427 -0.0037
C 2.307 0.548 -4.453 0.0709
H 1.806 -0.424 -4.422 -0.0050
H 3.376 0.418 -4.667 -0.0017
H 1.838 1.213 -5.182 0.0273
Ir 4.586 -0.372 -0.599 2.4894
C 6.162 -1.217 0.231 0.2770
C 5.584 -0.172 1.079 0.1616
C 6.204 1.212 1.192 0.0725
C 6.006 2.116 -0.050 0.0877
C 5.121 1.480 -1.114 0.2322
C 5.689 0.459 -2.015 0.3185
C 7.115 -0.051 -1.863 0.0783
C 7.381 -0.934 -0.628 0.0703
C 0.369 1.294 -2.539 0.0867
H 6.116 -2.226 0.668 -0.0077
H 5.027 -0.520 1.955 -0.0097
H 7.270 1.148 1.434 0.0057
H 5.714 1.672 2.067 0.0000
H 5.527 3.054 0.256 -0.0141
H 6.982 2.367 -0.485 0.0022
H 4.371 2.117 -1.610 -0.0520
H 5.303 0.504 -3.047 0.0012
H 7.831 0.778 -1.933 0.0128
H 7.311 -0.640 -2.779 -0.0079
H 7.728 -1.902 -1.011 0.0012
H 8.196 -0.537 0.001 0.0110
H 0.022 0.256 -2.471 -0.0011
H -0.150 1.818 -3.346 0.0220
H 0.232 1.811 -1.581 -0.0025
C -2.885 -1.216 -0.289 -0.0004
Si -1.945 -0.331 1.053 0.0013
C -1.550 1.448 0.687 0.0000
C -2.669 -0.638 2.753 0.0002
O -0.384 -1.044 0.949 -0.0040
H -3.959 -1.250 -0.063 0.0000
H -2.534 -2.250 -0.423 0.0000
H -2.745 -0.700 -1.246 0.0000
H -2.401 2.109 0.920 0.0000
H -0.696 1.818 1.278 -0.0003
H -1.306 1.561 -0.376 0.0027
H -2.864 -1.702 2.949 0.0000
H -2.046 -0.243 3.565 -0.0001
H -3.638 -0.118 2.796 0.0000
```

Properties
Energy above the lowest of the compared OMol25 structures with the same formula, charge and spin: 0.00 kcal/mol
Total charge: +2
E_LUMO (alpha / beta): -0.172 / -0.351 Eh
Kohn-Sham gap (alpha / beta): 6.40 / 5.33 eV
Multiplicity: 6

Entry 3:
Entry from the OMol25 dataset: C18H40N5P3STc as an isolated structure in a non-equilibrium geometry (ωB97M-V/def2-TZVPD).

```
68
Properties=species:S:1:pos:R:3:mulliken_spin:R:1
Tc -0.142 -0.365 -0.682 2.9574
P 1.247 0.406 -2.141 -0.2060
P -0.901 1.918 0.138 0.0057
P 0.615 -2.819 -1.016 -0.1104
H -3.196 1.217 -1.064 -0.0032
C -3.078 0.124 -1.160 0.0527
C -3.022 -0.695 -0.081 0.0472
H -2.792 -0.367 0.944 0.0061
C 0.488 0.960 -3.673 0.0896
C 2.062 1.857 -1.396 0.0501
C 2.730 -0.536 -2.563 0.0363
C -2.348 2.248 1.229 -0.0038
C 0.313 2.884 1.178 0.0050
C -1.227 3.205 -1.177 0.0200
C -0.454 -4.110 -0.262 -0.0045
C 2.186 -3.157 -0.134 -0.0033
C 0.990 -3.559 -2.650 0.0068
H -3.127 -0.307 -2.171 -0.0235
H -3.170 -1.759 -0.246 0.0009
H 1.308 1.385 -4.270 0.0030
H -0.283 1.715 -3.457 -0.0322
H 0.016 0.106 -4.182 0.0063
H 2.903 2.080 -2.061 0.0014
H 2.410 1.581 -0.387 -0.0072
H 1.372 2.708 -1.333 -0.0006
H 3.271 0.116 -3.261 0.0033
H 2.495 -1.503 -3.025 0.0026
H 3.323 -0.710 -1.652 -0.0031
H -2.680 3.291 1.103 -0.0013
H -2.041 2.143 2.280 -0.0001
H -3.171 1.559 1.020 0.0001
H 0.541 3.855 0.712 -0.0007
H 1.242 2.315 1.301 0.0004
H -0.114 3.065 2.176 -0.0001
H -1.874 3.983 -0.749 0.0003
H -1.750 2.746 -2.026 -0.0031
H -0.296 3.673 -1.520 0.0028
H -0.096 -5.138 -0.423 -0.0009
H -1.471 -4.062 -0.664 0.0022
H -0.530 -3.927 0.816 -0.0051
H 2.559 -4.160 -0.359 -0.0021
H 2.027 -3.092 0.949 0.0009
H 2.953 -2.425 -0.411 0.0007
H 0.258 -4.334 -2.895 0.0001
H 1.986 -4.015 -2.674 0.0007
H 0.944 -2.842 -3.475 0.0004
C -3.285 -3.005 -3.648 -0.0028
C -3.604 -3.404 -4.990 0.0000
C -4.769 -4.061 -5.314 -0.0015
C -5.693 -4.396 -4.295 -0.0059
C -5.408 -4.056 -2.941 -0.0077
C -4.208 -3.388 -2.631 0.0058
S -1.891 -2.082 -3.489 0.0473
H -0.928 -1.650 -1.009 -0.0273
H -2.868 -3.119 -5.759 -0.0004
H -4.964 -4.310 -6.373 -0.0001
H -6.594 -4.971 -4.538 0.0002
H -6.122 -4.334 -2.147 -0.0002
H -3.969 -3.137 -1.575 -0.0020
N 3.080 0.666 3.254 0.0208
N 2.235 -0.216 2.604 0.0293
N 1.279 -0.901 3.307 -0.0014
C 0.373 -1.107 2.368 0.0617
N 0.679 -0.509 1.177 -0.0249
N 1.858 0.157 1.370 0.0240
H 3.824 0.863 2.597 0.0005
H 3.465 0.226 4.095 -0.0001
H -0.513 -1.754 2.563 -0.0069
```

Properties
Energy above the lowest of the compared OMol25 structures with the same formula, charge and spin: 43.72 kcal/mol
Total charge: +4
E_LUMO (alpha / beta): -0.555 / -0.554 Eh
Kohn-Sham gap (alpha / beta): 4.95 / 5.67 eV
Multiplicity: 4

Entry 4:
Entry from the OMol25 dataset: a 4-piece molecular cluster, C18H40N8O7PS3 overall in a non-equilibrium geometry (ωB97M-V/def2-TZVPD).

```
77
Properties=species:S:1:pos:R:3:lowdin_charge:R:1
C 2.576 -5.953 -0.366 0.0712
C 1.877 -4.844 -0.119 -0.1419
N 2.121 -3.661 -0.866 -0.0228
C 0.980 -2.953 -1.484 -0.0240
C 0.207 -2.020 -0.498 -0.6407
N -1.213 -2.431 -0.477 0.0852
N 0.750 -2.096 0.848 0.1031
N 0.217 -0.641 -0.927 0.1141
C 3.355 -3.225 -1.029 -0.2782
N 4.507 -3.765 -0.538 0.1717
C 5.507 -3.039 -0.951 -0.4043
P 7.318 -3.332 -0.586 0.8398
N 7.936 -1.707 -0.498 -0.1748
O 7.294 -3.915 0.919 -0.2682
N 5.063 -2.000 -1.701 0.0787
N 3.714 -2.132 -1.727 0.1452
H 2.806 -6.666 0.407 0.0748
H 2.941 -6.081 -1.375 0.0771
H 1.075 -4.836 0.603 0.1104
H 1.327 -2.335 -2.308 0.1111
H 0.341 -3.735 -1.869 0.1286
H -1.275 -3.422 -0.276 0.0687
H -1.577 -2.247 -1.405 0.0269
H 0.294 -1.391 1.415 0.0465
H 0.480 -2.975 1.276 0.0621
H 0.191 0.002 -0.148 0.0627
H 0.962 -0.422 -1.566 0.0566
H 7.305 -1.156 0.088 0.0402
H 7.811 -1.330 -1.437 0.0169
H 6.511 -3.623 1.408 0.0651
H 5.608 -1.272 -2.123 0.1607
H 3.158 -1.462 -2.229 0.1656
C -2.357 2.460 1.606 -0.2073
C -3.093 1.501 2.550 -0.2037
C -2.047 0.553 3.150 -0.2139
S -0.499 1.469 3.165 0.6767
O 0.432 0.819 2.261 -0.3530
O -0.125 1.771 4.521 -0.3156
C -1.133 2.940 2.376 -0.2491
H -2.985 3.296 1.304 0.1193
H -2.048 1.925 0.704 0.1157
H -3.572 2.073 3.347 0.1206
H -3.873 0.945 2.033 0.1157
H -2.291 0.260 4.168 0.1041
H -1.907 -0.334 2.533 0.0936
H -0.363 3.373 1.740 0.1072
H -1.410 3.640 3.156 0.0797
C -5.350 -2.672 -4.987 -0.2145
C -4.601 -3.768 -5.758 -0.2082
C -3.140 -3.738 -5.291 -0.2176
S -3.167 -3.112 -3.608 0.6603
O -2.484 -1.840 -3.572 -0.3305
O -2.806 -4.171 -2.693 -0.3375
C -4.929 -2.827 -3.529 -0.2248
H -6.429 -2.763 -5.101 0.1190
H -5.054 -1.689 -5.359 0.1212
H -5.041 -4.740 -5.529 0.1192
H -4.671 -3.623 -6.834 0.1169
H -2.688 -4.727 -5.293 0.1029
H -2.539 -3.055 -5.889 0.1050
H -5.127 -1.946 -2.922 0.1115
H -5.385 -3.707 -3.075 0.1114
C 1.310 7.746 3.404 -0.2178
C 0.278 8.116 4.478 -0.2095
C -1.102 8.116 3.807 -0.2142
S -0.998 6.947 2.447 0.6731
O -1.147 7.660 1.206 -0.3092
O -1.803 5.786 2.744 -0.3371
C 0.731 6.540 2.670 -0.2328
H 2.282 7.518 3.838 0.1166
H 1.437 8.579 2.709 0.1210
H 0.300 7.372 5.276 0.1184
H 0.493 9.084 4.927 0.1159
H -1.889 7.797 4.486 0.1036
H -1.348 9.089 3.387 0.1066
H 1.189 6.359 1.700 0.1079
H 0.784 5.641 3.285 0.1055
```

Properties
Total charge: +1
E_LUMO: -0.100 Eh
Kohn-Sham gap: 8.88 eV

Entry 5:
Entry from the OMol25 dataset: C18H41BGaO20 as an isolated structure in a non-equilibrium geometry (ωB97M-V/def2-TZVPD).

```
81
Properties=species:S:1:pos:R:3:lowdin_charge:R:1
O 6.068 -2.150 2.422 0.0346
B 5.473 -1.625 1.287 -0.7939
O 4.408 -2.430 0.815 -0.0094
Ga 5.913 0.288 0.420 0.2894
H 5.406 -2.513 3.031 0.0801
H 4.547 -2.531 -0.137 0.0663
H 5.131 0.417 -1.000 -0.0961
H 7.491 0.559 0.248 -0.1354
H 5.308 1.379 1.455 -0.1024
C -0.159 -4.956 5.074 -0.0406
O -0.146 -5.053 3.648 -0.0194
C 0.983 -4.612 3.070 -0.6170
O 1.939 -4.173 3.653 0.1362
O 0.839 -4.752 1.757 -0.0215
C 1.956 -4.302 0.961 -0.0206
H -1.126 -5.344 5.377 0.0917
H 0.646 -5.549 5.506 0.0946
H -0.046 -3.919 5.389 0.0969
H 2.855 -4.860 1.212 0.0964
H 2.150 -3.242 1.099 0.0838
H 1.657 -4.503 -0.064 0.0915
C -2.125 -5.372 0.740 -0.0189
O -3.510 -5.009 0.582 0.0077
C -4.265 -5.218 1.651 -0.6192
O -3.910 -5.684 2.705 0.1239
O -5.514 -4.822 1.366 -0.0255
C -6.446 -4.982 2.444 -0.0357
H -1.657 -5.143 -0.212 0.0959
H -1.661 -4.799 1.537 0.0767
H -2.039 -6.435 0.959 0.1029
H -6.135 -4.395 3.306 0.1007
H -6.522 -6.030 2.729 0.0960
H -7.394 -4.616 2.062 0.0840
C 6.721 3.353 -5.062 -0.0391
O 7.967 2.707 -5.379 -0.0039
C 8.358 1.935 -4.351 -0.6210
O 7.815 1.910 -3.280 0.1197
O 9.441 1.236 -4.700 -0.0035
C 9.921 0.388 -3.641 -0.0341
H 6.473 4.046 -5.860 0.0906
H 5.945 2.597 -4.958 0.1013
H 6.814 3.881 -4.117 0.0865
H 9.155 -0.325 -3.345 0.0996
H 10.196 0.982 -2.772 0.0977
H 10.787 -0.119 -4.053 0.0874
C -11.250 -0.776 1.899 -0.0420
O -10.169 -1.709 1.801 -0.0023
C -9.124 -1.266 1.094 -0.6222
O -9.048 -0.187 0.563 0.1229
O -8.195 -2.217 1.080 -0.0056
C -6.999 -1.882 0.358 -0.0154
H -12.008 -1.276 2.493 0.0913
H -10.922 0.139 2.389 0.0965
H -11.637 -0.534 0.911 0.0959
H -6.518 -1.011 0.800 0.1025
H -7.227 -1.679 -0.686 0.1003
H -6.358 -2.753 0.445 0.0767
C 1.580 5.850 -2.498 -0.0561
O 2.275 5.143 -1.474 -0.0121
C 3.401 4.535 -1.885 -0.6250
O 3.823 4.563 -3.017 0.1016
O 3.937 3.906 -0.856 0.0093
C 5.122 3.119 -1.145 -0.0784
H 0.702 6.271 -2.015 0.0838
H 2.193 6.644 -2.922 0.0919
H 1.272 5.174 -3.295 0.0949
H 5.911 3.762 -1.530 0.0905
H 4.897 2.337 -1.865 0.0517
H 5.410 2.671 -0.201 -0.0258
C -5.241 6.724 -0.874 -0.0442
O -4.521 5.990 0.121 -0.0017
C -3.397 5.418 -0.326 -0.6243
O -2.983 5.488 -1.457 0.1164
O -2.825 4.771 0.682 0.0060
C -1.607 4.092 0.340 -0.0207
H -6.113 7.120 -0.362 0.0908
H -4.630 7.534 -1.269 0.0954
H -5.542 6.070 -1.690 0.0958
H -0.863 4.798 -0.025 0.0915
H -1.790 3.333 -0.418 0.0993
H -1.263 3.627 1.257 0.0966
```

Properties
Energy above the lowest of the compared OMol25 structures with the same formula, charge and spin: 5.83 kcal/mol
Total charge: -1
E_LUMO: 0.066 Eh
Kohn-Sham gap: 6.06 eV

Entry 6:
Entry from the OMol25 dataset: C18H41FeN2P3S2 as an isolated structure in a non-equilibrium geometry (ωB97M-V/def2-TZVPD).

```
67
Properties=species:S:1:pos:R:3:mulliken_spin:R:1
Fe 0.160 0.338 0.338 3.7706
P -0.675 1.861 1.670 -0.0267
P -2.296 -0.500 0.010 0.0115
P 2.294 0.944 0.751 -0.0929
H 0.377 -2.034 -6.018 0.0376
C 1.393 -2.071 -5.617 0.2777
C 1.793 -3.237 -5.098 0.2934
H 1.038 -4.000 -4.841 0.0170
C -0.993 3.292 0.576 0.0624
C -2.300 1.873 2.529 0.0046
C 0.214 2.633 3.083 0.0082
C -2.733 -1.931 -1.024 0.0193
C -3.212 -1.067 1.510 0.0055
C -3.481 0.709 -0.720 -0.0019
C 3.484 0.114 -0.359 0.0035
C 3.189 0.809 2.347 0.0019
C 2.572 2.684 0.235 0.0129
H 2.042 -1.256 -5.950 0.0211
H 2.823 -3.622 -5.218 0.0066
H -1.325 4.094 1.251 0.0069
H -1.802 3.032 -0.128 -0.0042
H -0.093 3.591 0.037 -0.0133
H -2.301 2.758 3.186 0.0047
H -2.445 0.985 3.160 -0.0011
H -3.129 1.973 1.832 -0.0005
H -0.421 3.482 3.383 -0.0004
H 1.217 2.984 2.856 -0.0047
H 0.247 1.918 3.923 0.0021
H -3.835 -1.935 -1.030 0.0023
H -2.417 -2.852 -0.514 -0.0014
H -2.343 -1.829 -2.043 -0.0042
H -4.000 -0.374 1.814 0.0005
H -2.544 -1.294 2.351 -0.0011
H -3.691 -2.014 1.241 -0.0007
H -4.289 0.135 -1.170 -0.0012
H -2.986 1.257 -1.536 0.0003
H -3.886 1.446 -0.015 0.0011
H 4.402 0.712 -0.313 0.0034
H 3.091 0.097 -1.383 -0.0045
H 3.678 -0.907 -0.016 0.0002
H 4.206 1.193 2.177 0.0000
H 3.244 -0.240 2.668 0.0008
H 2.708 1.391 3.143 0.0003
H 3.650 2.777 0.060 0.0002
H 2.234 3.393 0.997 0.0019
H 2.029 2.865 -0.706 -0.0058
C 0.610 -1.510 -2.139 -0.0170
C 0.664 -0.163 -2.536 0.1778
C -0.047 0.203 -3.726 0.0603
C -0.909 -0.699 -4.335 0.0035
C -0.836 -2.041 -3.902 0.1611
C 0.104 -2.477 -3.015 0.1141
S 0.925 -2.447 -0.673 0.0462
H 0.017 -3.620 -0.710 0.0085
H 1.044 0.601 -1.836 -0.0620
H 0.063 1.206 -4.160 -0.0039
H -1.444 -0.442 -5.261 0.0027
H -1.443 -2.771 -4.409 -0.0205
H 0.385 -3.529 -2.907 -0.0066
N 1.734 -1.383 4.648 0.0168
C 0.664 -0.840 4.058 0.0127
N -0.086 0.016 4.826 0.0069
S 0.322 -1.257 2.448 0.0835
H 1.949 -1.217 5.624 -0.0002
H 2.277 -2.081 4.146 0.0016
H -1.068 0.158 4.632 0.0007
H 0.190 0.120 5.798 -0.0002
```

Properties
Energy above the lowest of the compared OMol25 structures with the same formula, charge and spin: 19.51 kcal/mol
Total charge: +3
E_LUMO (alpha / beta): -0.313 / -0.468 Eh
Kohn-Sham gap (alpha / beta): 7.46 / 4.33 eV
Multiplicity: 6